Density functional theory data (the ωB97M-V functional and the def2-TZVPD basis) for 2 unconnected molecules or ions with the total composition C4H10O2S in a non-equilibrium geometry.

Atoms and positions in Å:
O -0.36947 -1.98191 -1.97500
C -0.86589 -1.85665 -0.89617
C -0.05472 -1.25672 0.21144
C -0.64667 0.05233 0.70423
C -1.95108 -0.03862 1.79745
S -3.27599 -1.19516 1.14666
H -1.79763 -2.23597 -0.68326
H 0.17511 -2.07344 0.89100
H 0.81455 -1.04773 -0.32535
H -1.12075 0.84892 0.06513
H 0.23793 0.52198 1.15601
H -1.90346 -0.33371 2.92441
H -2.50847 0.97726 1.76618
H -3.16259 -0.65165 -0.06186
O 5.79351 3.38118 -2.59715
H 4.86374 3.74615 -2.50599
H 5.77186 3.14375 -1.61774

The value obtained for the relative energy (zero: lowest compared OMol25 entry of this formula, charge and spin) is 67.3 kcal/mol. The total energy is -19238.0732 eV. As for the SMILES: O=CCCCS.O. The calculation puts the LUMO energy at 0.61 eV. Its HOMO energy is -0.3362 Eh. For the frontier orbital gap, the calculation gives 9.76 eV.


Density functional theory data (the ωB97M-V functional and the def2-TZVPD basis) for 2 unconnected molecules or ions with the total composition C4H10O3 in a non-equilibrium geometry.

Atoms and positions in Å:
C 0.56506 0.00267 -0.01954
C 0.25810 -1.44295 0.33716
C 1.50571 -2.43365 0.45933
O 1.23139 -3.73706 0.32716
C -0.65137 0.98603 0.03572
O -0.24060 2.21025 -0.50122
H 1.35676 0.45116 0.58384
H 0.85389 0.05385 -1.07567
H -0.42344 -2.03477 -0.29395
H -0.36456 -1.46223 1.25564
H 2.00053 -2.22213 1.43125
H 2.12389 -2.05214 -0.42573
H -0.91795 1.05519 1.10691
H -1.49476 0.53826 -0.50913
H -1.10319 2.76537 -0.55187
H -2.21637 3.84437 -1.50244
O -2.48309 3.47778 -0.65746

The value obtained for the relative energy (zero: lowest compared OMol25 entry of this formula, charge and spin) is 8.2 kcal/mol. The total energy is -10449.6769 eV. As for the net charge: -2. The calculation puts the LUMO energy at 7.02 eV. Its HOMO energy is 0.0086 Eh. For the frontier orbital gap, the calculation gives 6.79 eV.


Density functional theory data (the ωB97M-V functional and the def2-TZVPD basis) for 2 unconnected molecules or ions with the total composition C4H10O3 in a non-equilibrium geometry.

Atoms and positions in Å:
C -0.16939 -0.00281 -0.79551
C 0.24024 1.49820 -0.77530
C 1.82363 1.79985 -0.51839
O 2.30726 2.89135 -0.98432
C -1.17459 -0.39140 0.24895
O -1.45368 -1.74562 0.28185
H -0.54330 -0.19332 -1.79909
H 0.83956 -0.59128 -0.79459
H -0.37589 1.87863 0.03135
H 0.06344 1.91991 -1.77177
H 2.21852 0.82983 -1.09851
H 2.01266 1.36164 0.48932
H -2.05283 0.15666 0.26181
H -0.83320 -0.07326 1.25326
H -1.38051 -2.14874 1.19396
H -0.64006 -4.03871 2.24472
O -0.88185 -3.15094 2.53227

The value obtained for the relative energy (zero: lowest compared OMol25 entry of this formula, charge and spin) is 27.4 kcal/mol. The total energy is -10448.8470 eV. As for the net charge: -2. The calculation puts the LUMO energy at 6.84 eV. Its HOMO energy is 0.0080 Eh. For the frontier orbital gap, the calculation gives 6.63 eV.


Density functional theory data (the ωB97M-V functional and the def2-TZVPD basis) for a single C4H10O3 molecule in a non-equilibrium geometry.

Atoms and positions in Å:
C -2.18797 0.42441 -0.16814
O -1.13322 1.35259 -0.37688
C 0.00323 0.88098 -1.03859
C 1.19634 0.28443 0.08294
O 0.68813 0.66493 1.32022
C 1.51106 -1.25102 0.20650
O 0.39715 -1.97450 0.68278
H -2.80819 0.82695 0.64000
H -1.78159 -0.55163 0.11457
H -2.79043 0.32340 -1.07840
H 0.11022 -0.13391 -1.30695
H 0.41697 1.72807 -1.58206
H 2.13344 0.77970 -0.20862
H -0.06641 1.23373 1.06598
H 2.36678 -1.37613 0.90613
H 1.82141 -1.72130 -0.73618
H 0.12308 -1.49070 1.47671

The value obtained for the relative energy (zero: lowest compared OMol25 entry of this formula, charge and spin) is 70.2 kcal/mol. The total energy is -10450.1985 eV. As for the SMILES: COC[C@@H](O)CO. The calculation puts the LUMO energy at 0.90 eV. Its HOMO energy is -0.3452 Eh. For the frontier orbital gap, the calculation gives 10.29 eV.


Density functional theory data (the ωB97M-V functional and the def2-TZVPD basis) for 3 unconnected molecules or ions with the total composition C4H10O3 in a non-equilibrium geometry.

Atoms and positions in Å:
O -0.91006 -0.14831 2.02102
C -0.88569 -0.46469 0.63362
C -0.53187 0.78726 -0.16854
C 0.36779 0.37511 -1.29072
C 1.68647 0.41981 -1.09703
O -1.73361 -1.62876 -1.26101
H -1.81768 -0.89988 0.31320
H -1.34960 1.39735 -0.59241
H 0.14708 1.36141 0.46397
H -0.15590 -0.19727 -2.07027
H -2.51775 -1.47869 -1.84610
H 2.25257 -0.32529 -1.67817
H 2.04046 0.53589 -0.08081
H 0.01319 0.16062 2.17057
H 2.07593 0.63004 2.37622
H -0.16187 -1.28485 0.43415
O 1.48054 0.76026 1.67233

The value obtained for the relative energy (zero: lowest compared OMol25 entry of this formula, charge and spin) is 248.3 kcal/mol. The total energy is -10442.4771 eV. The calculation puts the LUMO energy at -5.24 eV. Its HOMO energy is -0.3550 Eh. For the frontier orbital gap, the calculation gives 4.42 eV.


Density functional theory data (the ωB97M-V functional and the def2-TZVPD basis) for 3 unconnected molecules or ions with the total composition C4H10O3 in a non-equilibrium geometry.

Atoms and positions in Å:
C -1.28768 -0.40578 -1.65548
C -0.20404 -0.93143 -2.21591
C 0.85817 -1.44298 -1.29500
C 1.43296 -0.65367 -0.36837
O 1.75990 -1.10229 0.86030
H -2.19547 -0.08047 -2.14708
H -1.45601 -0.71902 -0.63342
H 0.07816 -0.89470 -3.26204
H 0.94650 -2.52516 -1.22293
H 1.66864 0.38255 -0.61802
H 2.07023 -0.36637 1.39291
O 1.02589 0.98605 3.06440
H 1.17361 0.72359 3.96769
H 0.34229 1.66910 3.16393
O -2.15687 2.20259 0.38651
H -2.07916 1.46583 1.00097
H -1.97711 1.69216 -0.41846

The value obtained for the relative energy (zero: lowest compared OMol25 entry of this formula, charge and spin) is 66.4 kcal/mol. The total energy is -10450.3656 eV. As for the SMILES: C=C/C=C/O.O.O. The calculation puts the LUMO energy at 0.40 eV. Its HOMO energy is -0.3083 Eh. For the frontier orbital gap, the calculation gives 8.79 eV.


Density functional theory data (the ωB97M-V functional and the def2-TZVPD basis) for 3 unconnected molecules or ions with the total composition C4H10O3.

Atoms and positions in Å:
C -2.75106 -0.07545 0.30587
C -1.78287 -0.81442 -0.22697
C -0.55501 -0.30795 -0.81790
C -0.42900 0.86766 -1.44428
O 0.78850 1.38757 -1.77211
H -3.68006 -0.47567 0.68819
H -2.70410 1.00704 0.35422
H -1.82122 -1.88558 -0.05763
H 0.34699 -0.91285 -0.76881
H -1.25565 1.48096 -1.78102
H 1.33580 1.29859 -0.97436
O 2.29573 0.65695 0.52274
H 1.51432 0.22237 0.89500
H 2.92836 0.58170 1.24956
O 1.26585 -1.49031 2.40763
H 0.39703 -1.37447 2.81833
H 1.58905 -2.30531 2.82392

The value obtained for the relative energy (zero: lowest compared OMol25 entry of this formula, charge and spin) is 45.7 kcal/mol. The total energy is -10451.2606 eV. As for the SMILES: C=C/C=C/O.O.O. The calculation puts the LUMO energy at 0.35 eV. Its HOMO energy is -0.3042 Eh. For the frontier orbital gap, the calculation gives 8.63 eV.


Density functional theory data (the ωB97M-V functional and the def2-TZVPD basis) for 3 unconnected molecules or ions with the total composition C4H10O3 in a non-equilibrium geometry.

Atoms and positions in Å:
C 0.47710 2.16007 -1.11972
C 0.19273 0.82598 -1.13220
O -1.01272 0.39956 -0.73599
C 1.28217 -0.15192 -1.13684
C 1.22968 -1.47534 -0.99552
H -0.27065 2.93091 -1.40770
H 1.45832 2.49901 -0.78946
H -0.98665 -0.53709 -0.46061
H 2.21441 0.39277 -1.38301
H 0.45670 -1.87426 -0.32247
H 1.79124 -2.26099 -1.53408
H -0.74246 1.03955 1.55922
H -0.30548 0.74130 2.98371
O -1.05946 0.67025 2.38938
H -1.11501 -1.20967 1.63582
H -2.24422 -2.19301 1.38326
O -1.36570 -1.95711 1.06619

The value obtained for the relative energy (zero: lowest compared OMol25 entry of this formula, charge and spin) is 24.3 kcal/mol. The total energy is -10442.3203 eV. As for the spin multiplicity: 2. As for the net charge: +1. The calculation puts the LUMO energy (alpha / beta) at -5.73 / -7.93 eV. Its HOMO energy (alpha / beta) is -0.5572 / -0.5621 Eh. For the frontier orbital gap (alpha / beta), the calculation gives 9.44 / 7.36 eV.


Density functional theory data (the ωB97M-V functional and the def2-TZVPD basis) for a molecular structure, C4H10O3P in a non-equilibrium geometry.

Atoms and positions in Å:
C 2.10207 -1.31912 0.05054
C -2.49462 0.72417 -0.43001
C 1.94776 0.09770 -0.49904
C -1.31001 -0.24387 -0.07645
O 0.29601 2.41783 -0.38994
O 0.74256 1.03590 1.85370
O -1.49644 -0.89600 1.21071
P 0.56817 1.10684 0.37933
H 1.15762 -1.76900 0.63265
H 2.27640 -2.03397 -0.77927
H 2.90861 -1.40781 0.73074
H -2.24594 1.75992 0.13584
H -2.39072 0.85699 -1.55125
H -3.41312 0.15684 -0.28423
H 1.37166 0.19105 -1.45059
H 2.89485 0.57761 -0.58357
H -1.41275 -1.08801 -0.78069
H -1.50212 -0.16708 1.83152

The value obtained for the relative energy (zero: lowest compared OMol25 entry of this formula, charge and spin) is 20.0 kcal/mol. The total energy is -19742.7508 eV. As for the net charge: -1. The calculation puts the LUMO energy at 4.06 eV. Its HOMO energy is -0.1404 Eh. For the frontier orbital gap, the calculation gives 7.89 eV.


Density functional theory data (the ωB97M-V functional and the def2-TZVPD basis) for 2 unconnected molecules or ions with the total composition C4H10O5S in a non-equilibrium geometry.

Atoms and positions in Å:
C 2.52429 -0.69963 0.77090
C 0.78192 -2.10942 -0.39134
C -2.39604 0.77636 -0.86480
C 1.04600 -1.05403 0.57624
O -0.67387 3.34811 0.76781
O -2.40308 -0.59629 -0.94486
O 0.17365 -0.59523 1.28375
O -1.83723 1.29181 0.36841
O 0.50054 1.35216 -0.43028
S -0.26387 1.70795 0.73416
H 3.16573 -0.76958 -0.08288
H 2.62055 0.31473 1.10017
H 2.97895 -1.32859 1.50775
H 0.73988 -1.74569 -1.50549
H -0.18476 -2.45679 -0.21683
H 1.44119 -2.95395 -0.23414
H -3.40052 1.31135 -0.83424
H -1.86320 1.19588 -1.66578
H -2.94072 -0.87683 -0.25650
H -0.00943 3.88769 0.31796

The value obtained for the relative energy (zero: lowest compared OMol25 entry of this formula, charge and spin) is 26.6 kcal/mol. The total energy is -25380.8974 eV. The calculation puts the LUMO energy at 0.67 eV. Its HOMO energy is -0.3483 Eh. For the frontier orbital gap, the calculation gives 10.15 eV.


Density functional theory data (the ωB97M-V functional and the def2-TZVPD basis) for a single C4H10OS molecule in a non-equilibrium geometry.

Atoms and positions in Å:
C -1.80030 -1.35091 -0.13458
C -0.56952 -0.56159 0.50901
C -1.08769 0.87820 0.65536
O -1.28788 1.52257 -0.57988
C 0.56044 -0.62309 -0.42256
S 2.22858 0.09812 -0.03742
H -2.56657 -0.54588 -0.35706
H -1.43297 -1.79125 -1.02771
H -2.29985 -1.99810 0.56366
H -0.49683 -0.92394 1.51747
H -2.05753 0.81773 1.19066
H -0.33688 1.49726 1.31935
H -2.01203 0.94465 -0.94285
H 0.21311 -0.13247 -1.33743
H 0.82373 -1.65682 -0.59890
H 2.19405 -0.01738 1.26715

The value obtained for the relative energy (zero: lowest compared OMol25 entry of this formula, charge and spin) is 23.7 kcal/mol. The total energy is -17191.7959 eV. As for the SMILES: C[C@H](CO)CS. The calculation puts the LUMO energy at 0.84 eV. Its HOMO energy is -0.3297 Eh. For the frontier orbital gap, the calculation gives 9.81 eV.


Density functional theory data (the ωB97M-V functional and the def2-TZVPD basis) for 2 unconnected molecules or ions with the total composition C4H10OS in a non-equilibrium geometry.

Atoms and positions in Å:
C -0.71949 -0.58484 -1.60624
O -1.32677 -0.52036 -0.33077
S -0.26706 -0.30973 0.86761
C 0.53969 -1.94124 0.86583
H -0.12694 -1.51146 -1.97833
H 0.01333 0.27690 -1.70183
H -1.54808 -0.34396 -2.28599
H 0.75469 -2.09934 -0.22947
H 1.35706 -1.74502 1.49488
H 0.11782 -2.85992 1.25874
C 1.45772 2.20845 0.22486
C 1.07688 1.90026 -0.94564
H 0.68904 2.76282 0.84434
H 2.43737 1.83218 0.52683
H 0.16755 2.41357 -1.37420
H 1.81714 1.38585 -1.59260

The value obtained for the relative energy (zero: lowest compared OMol25 entry of this formula, charge and spin) is 78.7 kcal/mol. The total energy is -17189.4125 eV. As for the SMILES: COSC.C=C. The calculation puts the LUMO energy at 0.88 eV. Its HOMO energy is -0.2976 Eh. For the frontier orbital gap, the calculation gives 8.98 eV.